No. 1
{
  "formula": "C3H3ClO2",
  "method": "ωB97M-V/def2-TZVPD",
  "symbols": ["C", "C", "C", "O", "O", "Cl", "H", "H", "H"],
  "coordinates": [[1.29543, -0.73096, 0.01647], [0.35259, 0.31341, -0.14710], [-1.14253, 0.09704, 0.05458], [1.88866, -1.56545, 0.67644], [1.06129, -0.36289, -1.22663], [1.08713, 1.93428, 0.22884], [-1.33746, 0.49219, 1.15824], [-1.53173, -0.82153, -0.13655], [-1.67338, 0.64390, -0.62429]],
  "homo_lumo_gap_ev": 11.137,
  "e_lumo_ev": 0.610,
  "e_homo_ha": -0.387,
  "energy_ev": -19775.0948
}



No. 2
{
  "formula": "C3H3ClS",
  "method": "ωB97M-V/def2-TZVPD",
  "symbols": ["C", "C", "C", "S", "Cl", "H", "H", "H"],
  "coordinates": [[1.32876, -1.55129, 1.07083], [0.35441, -0.99420, 0.65158], [-0.95551, 0.97054, 0.01678], [0.00422, 1.69824, -1.18846], [-0.03840, 0.29137, -2.64345], [2.06047, -2.23720, 1.40556], [-0.95716, 1.44419, 0.97649], [-1.79678, 0.37836, -0.28934]],
  "homo_lumo_gap_ev": [8.012, 8.010],
  "e_lumo_ev": [-1.293, -1.294],
  "e_homo_ha": [-0.342, -0.342],
  "energy_ev": -26511.4708
}



No. 3
{
  "formula": "C3H3CsLiO3",
  "method": "ωB97M-V/def2-TZVPD",
  "symbols": ["H", "C", "C", "O", "O", "H", "H", "Cs", "C", "O", "Li"],
  "coordinates": [[0.43310, 0.97480, 1.60111], [0.72257, -0.07753, 1.32360], [1.75849, -0.40825, 2.35911], [2.86787, -0.85360, 2.10647], [1.06036, -0.26965, 0.03460], [-0.17141, -0.65987, 1.68542], [1.46354, -0.22488, 3.41877], [3.81560, -1.37427, -0.98672], [-3.01184, 0.95189, -2.78503], [-3.85151, 0.93097, -3.54774], [-5.08678, 1.01040, -5.20960]],
  "total_charge": 1,
  "homo_lumo_gap_ev": 3.331,
  "e_lumo_ev": -5.121,
  "e_homo_ha": -0.311,
  "energy_ev": -10047.0219
}



No. 4
{
  "formula": "C3H3CuO2",
  "method": "ωB97M-V/def2-TZVPD",
  "symbols": ["C", "C", "H", "H", "H", "O", "C", "O", "Cu"],
  "coordinates": [[-0.70125, -0.36441, -0.08069], [-1.44093, 0.73837, 0.04765], [-2.51008, 0.73318, -0.17242], [-1.16652, -1.32519, -0.31553], [-0.99330, 1.68094, 0.36770], [1.38010, -1.47461, 0.11537], [0.80255, -0.36002, -0.03510], [1.41822, 0.74133, -0.06494], [3.21121, -0.36956, 0.13794]],
  "homo_lumo_gap_ev": 8.148,
  "e_lumo_ev": -1.076,
  "e_homo_ha": -0.339,
  "energy_ev": -51893.0348
}



Per-record energy above the lowest of the compared OMol25 structures with the same formula, charge and spin, eV: 1.594 4.492 0.000 0.000